The following is a DFT calculation (ωB97M-V/def2-TZVPD) of a structure of composition C47H44N6O7P2Ti in a non-equilibrium geometry.

The geometry in XYZ format:
```
107
Properties=species:S:1:pos:R:3:mulliken_charge:R:1
Ti 0.11427 0.15165 -0.10075 -0.089
O 3.89997 -1.37139 -0.44322 -0.618
C 2.82242 -0.97220 -0.07332 -0.886
N 1.60010 -1.07366 -0.68636 1.171
C 1.38249 -1.53225 -1.98625 -0.515
O 2.15872 -1.62461 -2.89845 -0.635
C -0.08995 -1.91464 -2.11791 0.517
C -0.58037 -2.63676 -3.18095 -0.609
C -1.90849 -3.03666 -3.14317 -0.882
C -2.68554 -2.70120 -2.04842 -0.862
C -2.11746 -1.95565 -1.03021 -0.519
N -0.84158 -1.57679 -1.06183 1.256
C 2.65085 -0.34938 1.31447 0.613
C 3.70645 -0.30058 2.19180 -0.839
C 3.46520 0.15245 3.48512 -1.071
C 2.18480 0.53161 3.83094 -0.971
C 1.19438 0.49468 2.85997 -0.487
N 1.41451 0.07036 1.61654 1.969
H 0.07963 -2.87223 -4.00469 0.652
H -2.33016 -3.61052 -3.95799 0.456
H -3.72280 -2.99623 -1.97748 0.532
H -2.69197 -1.64547 -0.16696 0.326
H 4.67389 -0.64611 1.85429 0.652
H 4.26862 0.19525 4.21014 0.489
H 1.93644 0.87959 4.82407 0.538
H 0.18890 0.81763 3.09724 -0.059
C -2.45518 3.75403 1.82899 -1.300
N -1.58080 2.59628 1.56275 1.466
P -0.06291 2.78799 0.81356 1.244
C -0.24344 4.21897 -0.28574 1.316
C 0.53941 5.36386 -0.16416 -1.173
C 0.42864 6.39455 -1.09172 -0.772
C -0.46883 6.29666 -2.14278 -0.865
C -1.28145 5.17425 -2.25351 -0.685
C -1.16775 4.14474 -1.33397 -0.417
C 1.04941 3.39342 2.11296 0.397
C 0.62274 3.76152 3.38376 -0.586
C 1.54045 4.16091 4.34823 -0.859
C 2.89493 4.19711 4.04883 -0.756
C 3.33135 3.84230 2.77721 -0.840
C 2.41240 3.44382 1.81883 -0.617
P -2.23983 1.02149 1.39290 1.382
C -2.60985 0.48904 3.08544 0.633
C -3.28083 -0.72306 3.25994 -0.481
C -3.56620 -1.19397 4.52991 -0.542
C -3.16940 -0.46629 5.64784 -0.828
C -2.49447 0.73349 5.48484 -0.653
C -2.22072 1.21106 4.20595 -0.911
C -3.91170 1.37042 0.72227 0.472
C -5.00398 1.50098 1.58287 -0.714
C -6.25262 1.86737 1.09958 -0.862
C -6.43120 2.10891 -0.25501 -0.605
C -5.35651 1.97223 -1.12265 -1.144
C -4.10611 1.60279 -0.64434 -0.229
H -1.84958 4.61609 2.10541 0.511
H -3.13622 3.53351 2.65092 0.383
H -3.04521 4.01380 0.94900 0.210
H 1.24038 5.46726 0.65448 0.329
H 1.04636 7.27657 -0.98544 0.475
H -0.54540 7.09550 -2.86879 0.420
H -2.00527 5.09864 -3.05460 0.508
H -1.83554 3.29853 -1.41180 0.261
H -0.42864 3.73773 3.62928 0.115
H 1.19492 4.45132 5.33213 0.456
H 3.60859 4.51008 4.79957 0.409
H 4.38555 3.87775 2.53469 0.462
H 2.76167 3.17405 0.82819 0.634
H -3.59086 -1.30442 2.39715 0.339
H -4.09637 -2.12970 4.65123 0.487
H -3.39056 -0.83267 6.64180 0.401
H -2.19047 1.30705 6.35117 0.460
H -1.70075 2.14986 4.08356 0.147
H -4.89026 1.32791 2.64476 0.490
H -7.08314 1.96661 1.78620 0.451
H -7.40445 2.39704 -0.63091 0.406
H -5.48755 2.14791 -2.18277 0.523
H -3.29393 1.47678 -1.34448 0.526
C 3.85766 1.71030 -1.55768 -1.195
C 2.54707 1.70004 -2.26742 -0.028
N 1.36180 1.41005 -1.76234 1.064
C 0.48162 1.45375 -2.82504 -1.127
C 1.12878 1.80910 -3.96356 0.557
N 2.42860 1.97087 -3.58720 0.004
C 0.74885 2.11503 -5.37112 0.548
O -0.50866 1.90166 -5.72511 -0.566
O 1.59766 2.51407 -6.12519 -0.604
C -0.93989 1.18949 -2.56757 0.768
O -1.78103 1.14058 -3.45207 -0.985
O -1.19126 1.03440 -1.29852 0.864
H 3.70360 1.79383 -0.48413 -0.096
H 4.46923 2.54928 -1.88943 0.588
H 4.39815 0.78171 -1.74223 0.282
H 3.15964 2.23535 -4.23388 0.308
H -1.03334 1.55242 -4.96083 0.369
C 0.80889 -3.12226 3.58397 -0.262
C 1.04328 -4.09717 2.41765 -0.838
C 0.24749 -3.47810 1.25659 -0.310
O -0.31549 -2.24949 1.74975 -0.474
C -0.46055 -2.41194 3.16187 -0.036
H 1.62535 -2.40072 3.66140 -0.055
H 0.70837 -3.62645 4.54498 0.480
H 0.66436 -5.08954 2.65772 0.250
H 2.09876 -4.20058 2.17238 0.340
H -0.56320 -4.13279 0.92583 0.489
H 0.86436 -3.22800 0.39711 -0.048
H -1.35051 -3.01447 3.37687 0.417
H -0.60241 -1.42834 3.60852 -0.302
```

Relative energy (zero: lowest compared OMol25 entry of this formula, charge and spin)   6.0 kJ/mol
HOMO-LUMO gap (spin up / spin down)   8.079 / 8.287 eV
Electronic energy   -114421.332 eV
E_LUMO (spin up / spin down)   -0.108 / -0.106 Eh
Total charge   +1
Multiplicity   2
<S²>   0.7528

=====

The following is a DFT calculation (ωB97M-V/def2-TZVPD) of the molecule C5H13NOS in a non-equilibrium geometry.

The geometry in XYZ format:
```
21
Properties=species:S:1:pos:R:3:mulliken_charge:R:1
C 0.67049 2.61817 0.27912 -0.829
N 0.02301 1.55046 -0.47389 -0.222
C 0.82426 0.33190 -0.23632 -0.081
C 1.89753 0.07152 -1.30710 -0.790
O 2.86835 1.03978 -1.28489 -0.510
C -0.14409 -0.94719 -0.18046 -0.476
C -1.05900 -0.89127 1.01250 -0.808
S -2.62568 -1.92303 1.07628 -0.232
H -0.08620 3.40581 0.31223 0.357
H 1.06726 2.24695 1.28184 0.227
H 1.65673 2.90370 0.00901 0.284
H -0.41349 1.82714 -1.37682 0.253
H 1.18540 0.39884 0.76321 0.473
H 2.36631 -0.93265 -1.14033 0.287
H 1.31130 -0.02887 -2.25823 0.366
H 2.91856 1.50027 -2.12218 0.327
H -0.74812 -1.02367 -1.07803 0.374
H 0.67526 -1.76394 -0.10952 0.276
H -0.47722 -1.10238 1.92331 0.360
H -1.39258 0.16218 1.19630 0.255
H -2.29527 -3.09523 1.56856 0.110
```

Relative energy (zero: lowest compared OMol25 entry of this formula, charge and spin)   214.2 kJ/mol
HOMO-LUMO gap   9.178 eV
SMILES string   CN[C@H](CO)CCS
Electronic energy   -19766.881 eV
E_LUMO   0.028 Eh
Total charge   0

=====

The following is a DFT calculation (ωB97M-V/def2-TZVPD) of a structure of composition C40H31AgClNO4.

The geometry in XYZ format:
```
78
Properties=species:S:1:pos:R:3:mulliken_charge:R:1
Ag -0.52791 -1.32326 0.33376 0.703
O 0.52959 -2.27343 -1.44534 -1.320
C 1.61006 -1.59624 -1.90865 3.471
C 2.44197 -0.85065 -0.76348 -1.982
C 2.00899 0.53517 -0.39526 0.219
C 2.84650 1.63430 -0.58593 -0.744
C 2.42813 2.87673 -0.14372 -0.938
C 1.19146 3.00035 0.46230 -0.386
C 0.38968 1.86598 0.60475 0.291
C -0.92334 1.93785 1.33013 -2.494
C -2.23471 1.37993 0.62347 2.982
O -2.31950 0.03489 0.58392 -1.270
C -2.43841 1.96932 -0.79486 -0.286
C -1.83666 3.11566 -1.30299 0.269
C -2.07434 3.53362 -2.60874 -1.058
C -2.93446 2.82241 -3.42811 -0.373
C -3.56102 1.68731 -2.92607 -0.759
C -3.31011 1.27060 -1.63035 -0.261
C -3.37678 1.95003 1.52146 -0.310
C -3.85916 3.25376 1.43425 -0.111
C -4.85443 3.70414 2.29240 -0.836
C -5.38283 2.85762 3.25624 -0.384
C -4.91228 1.55324 3.34682 -0.659
C -3.92411 1.10614 2.48186 -0.643
N 0.81436 0.68006 0.18072 1.595
C 1.22981 -0.56570 -2.99072 -0.739
C 2.13940 0.30617 -3.58303 0.245
C 1.72665 1.23003 -4.53369 -1.082
C 0.39315 1.29568 -4.91232 -0.461
C -0.52192 0.42751 -4.33228 -0.721
C -0.10196 -0.49367 -3.38341 -0.239
C 2.56616 -2.66068 -2.50174 -0.559
C 3.03872 -3.65016 -1.63427 -0.524
C 3.82910 -4.68949 -2.08952 -0.724
C 4.16307 -4.78018 -3.43849 -0.385
C 3.68895 -3.81661 -4.31259 -0.837
C 2.89978 -2.76805 -3.84821 -0.090
H 3.50219 -0.83838 -1.02966 0.360
H 2.29657 -1.47532 0.12144 0.353
H 3.82016 1.50509 -1.04208 0.435
H 3.07132 3.74296 -0.26040 0.351
H 0.85848 3.95787 0.84538 0.490
H -1.09339 2.96990 1.64853 0.416
H -0.81796 1.31606 2.22301 0.419
H -1.16353 3.69813 -0.69103 0.425
H -1.57418 4.41720 -2.99090 0.362
H -3.11031 3.14358 -4.44905 0.381
H -4.23685 1.12011 -3.55773 0.345
H -3.75328 0.36629 -1.23138 0.387
H -3.46056 3.92426 0.68081 0.331
H -5.22304 4.72173 2.20911 0.372
H -6.15450 3.21145 3.93185 0.346
H -5.32304 0.88627 4.09731 0.364
H -3.55338 0.08901 2.51000 0.375
H 3.18667 0.27026 -3.30391 0.460
H 2.44549 1.91523 -4.97135 0.348
H 0.06940 2.02722 -5.64492 0.367
H -1.56840 0.47926 -4.61013 0.432
H -0.79383 -1.16166 -2.88588 0.379
H 2.74606 -3.60170 -0.59265 0.475
H 4.18157 -5.44410 -1.39449 0.357
H 4.78592 -5.59255 -3.79686 0.346
H 3.93903 -3.87970 -5.36698 0.367
H 2.53540 -2.02928 -4.55182 0.347
Cl 0.89710 -4.60427 8.36287 -0.275
C 0.93848 -3.62745 6.90720 0.508
C 0.83844 -4.25143 5.67506 -0.628
C 0.86374 -3.47044 4.52771 -0.203
C 0.98109 -2.08878 4.60872 -0.196
C 1.08510 -1.49270 5.86029 -0.138
C 1.06626 -2.25303 7.02064 -0.646
C 1.00525 -1.21109 3.33545 0.310
O 1.09862 0.01216 3.52609 -0.763
O 0.90418 -1.85197 2.26011 -0.622
H 0.74584 -5.32860 5.62555 0.384
H 0.79047 -3.91684 3.54413 0.467
H 1.17604 -0.41451 5.89178 0.438
H 1.15578 -1.80063 7.99985 0.377
```

Relative energy (zero: lowest compared OMol25 entry of this formula, charge and spin)   6.9 kJ/mol
HOMO-LUMO gap   5.688 eV
Electronic energy   -68187.052 eV
E_LUMO   0.147 Eh
Total charge   -2

=====

The following is a DFT calculation (ωB97M-V/def2-TZVPD) of the molecule CH5O2PS in a non-equilibrium geometry.

The geometry in XYZ format:
```
10
Properties=species:S:1:pos:R:3:mulliken_charge:R:1
O 0.07987 0.80897 -0.95989 -0.460
C -0.33240 0.11378 0.15246 0.300
O -0.49545 0.81014 1.32256 -0.462
P 1.06733 -1.19593 0.05618 -0.080
S -2.13038 -0.66523 -0.17720 -0.245
H -0.40691 1.62609 -1.11802 0.323
H 0.23581 0.57719 1.91326 0.343
H 0.11887 -1.73919 -0.84626 0.088
H 0.62701 -2.02022 1.19610 0.051
H -2.35090 -1.09117 1.11759 0.143
```

Relative energy (zero: lowest compared OMol25 entry of this formula, charge and spin)   276.4 kJ/mol
HOMO-LUMO gap   9.415 eV
SMILES string   OC(O)(P)S
Electronic energy   -25335.426 eV
E_LUMO   0.017 Eh
Total charge   0